Density functional theory data (ωB97M-V with the def2-TZVPD basis set) for a cluster of 7 separate species, C4H22O9 in total.

Element x y z (Å)
O 0.4557 0.9176 1.7976
C 0.7130 -0.2428 2.5977
C 1.9744 -0.9271 2.1501
O 2.3465 -1.9617 3.0693
H 0.8786 1.6829 2.1931
H 0.8292 -0.0054 3.6675
H -0.1636 -0.8856 2.5505
H 2.7556 -0.1678 2.0353
H 1.8346 -1.3853 1.1692
H 3.0512 -1.6416 3.6365
O -1.6733 2.7136 -3.3815
C -1.1351 2.8667 -2.0887
C -2.0941 2.5133 -0.9761
O -2.1979 1.1009 -0.8038
H -1.7927 1.7739 -3.5537
H -0.2289 2.2531 -1.9689
H -0.8062 3.9035 -1.9961
H -3.0760 2.9539 -1.1765
H -1.7351 2.9555 -0.0413
H -2.9368 0.8121 -1.3490
O -2.2687 -0.7502 1.3457
H -2.2448 -1.1991 0.4947
H -2.2281 0.1814 1.0984
O 3.1924 -0.1672 -0.5787
H 3.9279 -0.7494 -0.7978
H 3.4650 0.7021 -0.8919
O 0.4738 -3.3247 0.3787
H 0.5850 -2.3895 0.1547
H -0.4767 -3.4674 0.3581
O 0.2623 -0.5988 -0.7725
H 0.4548 -0.0105 -0.0285
H 1.0502 -0.5425 -1.3301
O -1.3007 -2.1954 -2.6152
H -0.7257 -1.6347 -2.0741
H -1.1657 -3.0839 -2.2725

## Properties
HOMO-LUMO gap, eV: 10.1
Relative energy (zero: lowest compared OMol25 entry of this formula, charge and spin), kcal/mol: 18.87
SMILES: OCCO.OCCO.O.O.O.O.O
DFT total energy, eV: -22931.506



Density functional theory data (ωB97M-V with the def2-TZVPD basis set) for a cluster of 7 separate species, C4H23NO6 in total in a non-equilibrium geometry.

Element x y z (Å)
C 1.9848 1.1608 2.1234
C 1.9823 1.3313 0.6252
C 0.7614 0.6367 -0.0577
C 1.0349 0.7662 -1.5695
N -0.6014 1.0700 0.3898
H 1.1810 1.6626 2.6451
H 1.8985 0.0328 2.3938
H 2.9879 1.4361 2.5070
H 2.8493 0.8868 0.1380
H 2.0893 2.3480 0.2270
H 0.7690 -0.4223 0.2480
H 0.6611 1.6832 -2.0625
H 2.0812 0.5243 -1.7479
H 0.4784 0.0155 -2.1267
H -1.2390 1.0343 -0.3979
H -0.5735 2.0362 0.7007
O -1.1098 -3.0935 1.2436
H -0.4202 -2.4436 1.4630
H -1.3688 -3.1892 2.1745
O 0.7459 -4.0367 -0.8704
H 0.8673 -3.2036 -1.3269
H 0.4115 -3.9438 0.0210
O -2.2159 -2.4621 -1.0885
H -2.1700 -3.3604 -1.4303
H -1.8394 -2.5570 -0.1811
O -0.4552 3.8760 -2.0364
H -1.1523 3.1730 -1.9135
H 0.1436 3.4858 -1.3850
O -0.5095 -0.9647 2.7109
H -1.3068 -0.5930 2.3267
H 0.3026 -0.5585 2.4171
O -2.8234 1.5151 -1.8413
H -2.5210 1.5587 -2.7578
H -2.9238 0.5950 -1.5614

## Properties
HOMO-LUMO gap, eV: 10.4
Relative energy (zero: lowest compared OMol25 entry of this formula, charge and spin), kcal/mol: 42.38
SMILES: CC[C@H](C)N.O.O.O.O.O.O
DFT total energy, eV: -18295.872



Density functional theory data (ωB97M-V with the def2-TZVPD basis set) for a cluster of 8 separate species, C4H23NO9 in total in a non-equilibrium geometry.

Element x y z (Å)
C 0.6647 0.2774 -2.0777
C 0.5049 -0.1174 -0.5998
C -0.9150 0.0059 -0.0359
N -1.7294 -1.2255 0.0355
C -0.7212 0.5208 1.3651
O -0.3196 -0.0582 2.3258
O -0.8969 1.8842 1.3621
H 0.4580 1.3233 -2.3124
H -0.0718 -0.2440 -2.7009
H 1.6451 0.0214 -2.4623
H 1.1954 0.5700 -0.1053
H 0.9410 -1.1130 -0.5360
H -1.5458 0.5732 -0.7136
H -2.0751 -1.3950 -0.9027
H -1.3693 -2.1150 0.3554
H -0.4339 2.3731 2.0420
O -2.8912 -0.6269 -2.5439
H -2.8624 -1.2036 -3.3059
H -3.5421 0.0758 -2.5661
O -3.9825 -0.0919 1.8735
H -3.3587 0.5181 2.2728
H -3.5736 -0.4357 1.0664
O -0.7957 4.2488 -0.0670
H -0.6927 3.3112 0.2043
H 0.0372 4.5893 0.2738
O 3.6787 -0.3055 -0.8111
H 3.1778 -0.8330 -1.4545
H 3.2187 0.5181 -0.6524
O 2.7188 -2.4731 -2.1637
H 2.2755 -2.6554 -2.9853
H 2.6406 -2.9631 -1.3439
O 1.2879 -2.9750 0.7349
H 0.3820 -2.6547 0.7251
H 1.3399 -3.4541 1.5703
O 2.6368 1.3706 1.4423
H 2.3547 0.9272 2.2499
H 3.5986 1.3964 1.4948

## Properties
HOMO-LUMO gap, eV: 10.0
Relative energy (zero: lowest compared OMol25 entry of this formula, charge and spin), kcal/mol: 64.69
SMILES: CC[C@@H](N)C(=O)O.O.O.O.O.O.O.O
DFT total energy, eV: -24438.544



Density functional theory data (ωB97M-V with the def2-TZVPD basis set) for a structure of composition C4H24B2CrO4 in a non-equilibrium geometry.

Element x y z (Å)
Cr 0.1910 -0.0733 -0.0075
B 0.6129 -0.6272 2.0039
H 0.2657 0.3838 1.8569
H 0.9329 -0.8395 3.0123
H -0.1595 -1.3318 1.7370
H 1.4506 -0.7437 1.3340
B 0.1039 0.1896 -2.1900
H 0.3371 0.8371 -3.0210
H -0.4330 -0.6912 -2.5068
H 1.0278 0.0111 -1.6621
H -0.5442 0.7752 -1.5566
C -0.7436 2.8562 1.3190
O -1.0934 1.7571 0.5271
H -1.6386 3.3486 1.6993
H -0.1453 2.5744 2.1854
H -0.1539 3.5600 0.7316
H -1.8797 2.0018 0.0337
C -2.5315 -1.6328 -0.6755
O -1.8021 -0.7647 0.1805
H -3.3269 -1.1068 -1.2035
H -1.7777 -2.0779 -1.3249
H -3.0436 -2.3910 -0.0830
H -2.3981 -0.4856 0.8794
C 0.7942 -3.3375 0.1572
O 0.4573 -2.1559 -0.5817
H 0.1180 -4.1233 -0.1798
H 1.8563 -3.5774 0.1068
H 0.5842 -3.2379 1.2222
H 0.3793 -2.5522 -1.4526
C 2.0570 2.4520 -0.6997
O 1.7291 1.3927 0.2074
H 1.8702 3.4504 -0.3043
H 3.0893 2.3693 -1.0397
H 1.3511 2.4324 -1.5300
H 2.4632 1.3580 0.8251

## Properties
HOMO-LUMO gap (spin up / spin down), eV: 7.4 / 10.2
⟨S²⟩: 6.01
DFT total energy, eV: -42494.898
2S+1: 5



Density functional theory data (ωB97M-V with the def2-TZVPD basis set) for a cluster of 13 separate species, C4H24BO20 in total in a non-equilibrium geometry.

Element x y z (Å)
O -12.0629 6.0988 -25.3413
C -11.2205 6.3503 -24.4699
O -10.0847 6.9638 -24.7463
B -9.2133 6.9313 -23.5880
O -10.0224 6.2803 -22.5303
C -11.1668 5.8641 -23.0235
O -12.0369 5.3341 -22.3080
O -8.6560 8.2521 -23.2143
C -7.3899 8.2528 -23.4851
O -6.6107 9.2139 -23.3482
C -6.9933 6.8138 -23.9869
O -8.0735 6.0797 -23.9527
O -5.8078 6.4932 -24.1704
O -7.9789 11.0848 -21.1649
H -7.4262 10.8068 -21.8953
H -8.7742 11.4192 -21.5795
O -14.3305 4.5077 -23.4445
H -13.5909 4.8143 -22.9199
H -13.9483 3.8724 -24.0500
O -9.2726 8.8071 -20.3000
H -8.6662 9.5367 -20.4274
H -9.8971 8.8853 -21.0212
O -10.6327 7.9341 -27.8003
H -10.3678 7.0415 -27.5781
H -10.9700 7.8689 -28.6937
O -7.4690 3.6451 -26.6349
H -6.8164 3.0486 -26.2682
H -7.2120 4.5092 -26.3131
O -11.1201 9.6551 -22.3306
H -10.5100 9.8546 -23.0407
H -11.8922 9.2992 -22.7706
O -12.0609 5.0513 -28.3619
H -12.4471 5.4848 -27.6009
H -11.5626 4.3211 -27.9949
O -10.7297 2.7445 -23.7982
H -10.9637 3.3588 -23.1025
H -9.8730 2.4045 -23.5400
O -5.0559 11.1643 -21.8850
H -5.6246 10.8679 -22.5956
H -4.9314 12.0987 -22.0511
O -4.5475 7.1071 -21.5970
H -4.4762 7.0550 -22.5501
H -4.3632 6.2182 -21.2936
O -5.0893 9.5724 -26.4347
H -4.9296 10.1765 -27.1598
H -5.6382 10.0673 -25.8264
O -5.0782 6.4830 -26.8212
H -5.1296 7.4341 -26.9162
H -5.0391 6.3381 -25.8758

## Properties
HOMO-LUMO gap (spin up / spin down), eV: 2.6 / 6.5
Charge: -2
Relative energy (zero: lowest compared OMol25 entry of this formula, charge and spin), kcal/mol: 12.52
⟨S²⟩: 0.75
DFT total energy, eV: -46170.959
2S+1: 2



Density functional theory data (ωB97M-V with the def2-TZVPD basis set) for a cluster of 7 separate species, C4H24NO6S2 in total in a non-equilibrium geometry.

Element x y z (Å)
N -1.6382 1.0653 0.2656
C -0.6298 0.0169 0.7090
C 0.7087 0.7003 0.6156
S 1.0287 1.4395 -1.0258
S 1.1083 0.2117 -2.5203
C 2.8118 -0.4297 -2.7050
C 3.8991 0.2638 -1.9370
H -1.4234 1.9715 0.7050
H -1.3491 1.2441 -0.7023
H -2.5686 0.6485 0.3150
H -0.7442 -0.9671 0.2658
H -0.9294 -0.2562 1.7195
H 1.6025 0.1350 0.8669
H 0.7415 1.6165 1.2006
H 2.7765 -1.4759 -2.3809
H 2.9300 -0.5594 -3.7824
H 4.2117 1.2450 -2.2993
H 4.8516 -0.2403 -2.1660
H 3.8090 0.1952 -0.8578
H 1.1956 3.9045 0.8823
H 2.1223 3.4982 2.1109
O 1.3575 4.0043 1.8256
H -2.1027 4.6273 1.2188
H -0.8408 4.0464 1.8353
O -1.5730 3.8232 1.2399
H -1.4583 -2.8579 2.4959
H -0.0174 -2.9582 2.5432
O -0.6876 -2.4627 2.0610
H 0.2783 -2.8847 -1.7971
H 0.3200 -3.5249 -0.4132
O 0.1209 -2.6986 -0.8656
H -1.9303 -2.9968 -0.1133
H -3.0638 -4.0034 -0.6609
O -2.8646 -3.1262 -0.3295
H -4.7619 -0.8633 0.3675
H -3.4545 -1.6159 0.7249
O -3.8363 -0.7360 0.5883

## Properties
HOMO-LUMO gap, eV: 9.3
Charge: +1
DFT total energy, eV: -39977.587



M? In order: 214.2; 181.2; 229.2; 209.9; 403.0; 246.4 g mol⁻¹.